Model P:
# C20H60O10

A cluster of 10 separate species, C20H60O10 in total (ωB97M-V with the def2-TZVPD basis set, OMol25).

Atoms and positions in Å:
C 0.006 0.514 -3.840
C -0.684 -0.026 -5.126
O 0.324 -0.455 -6.027
H 0.705 -0.221 -3.440
H -0.639 0.739 -2.991
H 0.566 1.418 -4.077
H -1.204 0.785 -5.635
H -1.411 -0.814 -4.929
H -0.032 -1.257 -6.418
C 2.029 4.222 -1.982
C 2.414 5.437 -2.781
O 1.231 6.068 -3.103
H 2.872 3.725 -1.503
H 1.843 3.452 -2.731
H 1.136 4.464 -1.405
H 2.977 5.079 -3.643
H 3.100 6.109 -2.265
H 1.485 6.937 -3.424
C 2.625 -3.912 0.952
C 2.657 -2.897 2.055
O 3.856 -2.925 2.802
H 1.693 -3.989 0.392
H 2.770 -4.895 1.400
H 3.395 -3.680 0.216
H 1.808 -3.072 2.715
H 2.559 -1.916 1.588
H 3.703 -2.241 3.458
C 0.195 -5.067 3.610
C -1.205 -4.721 3.996
O -1.199 -3.319 4.093
H 0.418 -6.099 3.881
H 0.841 -4.411 4.193
H 0.375 -4.916 2.545
H -1.529 -5.238 4.899
H -2.012 -5.079 3.356
H -1.137 -2.939 3.213
C -4.548 -1.712 3.547
C -3.612 -0.578 2.991
O -2.718 -1.085 2.041
H -3.986 -2.600 3.834
H -5.449 -2.018 3.015
H -4.793 -1.447 4.575
H -3.261 -0.051 3.878
H -4.195 0.151 2.427
H -3.110 -1.292 1.190
C 1.120 1.322 0.377
C 0.259 0.052 0.250
O 0.221 -0.571 1.520
H 1.284 1.638 -0.653
H 2.100 1.122 0.811
H 0.557 2.100 0.894
H 0.702 -0.636 -0.469
H -0.768 0.235 -0.066
H -0.681 -0.820 1.736
C -0.103 3.900 3.882
C -0.137 2.348 4.175
O 0.997 1.647 3.666
H -0.979 4.482 4.167
H 0.055 4.042 2.813
H 0.728 4.397 4.384
H -1.034 1.941 3.708
H -0.167 1.976 5.199
H 0.693 1.064 2.967
C 3.451 0.905 -3.772
C 3.981 -0.483 -4.205
O 2.936 -1.378 -4.217
H 2.657 1.302 -4.405
H 4.243 1.652 -3.733
H 2.973 0.696 -2.814
H 4.731 -0.828 -3.494
H 4.485 -0.372 -5.165
H 2.201 -1.096 -4.765
C -1.247 -3.391 -0.492
C -1.924 -2.370 -1.480
O -2.841 -1.577 -0.787
H -0.856 -2.715 0.268
H -0.371 -3.755 -1.029
H -1.842 -4.172 -0.019
H -2.534 -2.859 -2.238
H -1.206 -1.811 -2.081
H -3.036 -0.846 -1.378
C -2.969 2.815 0.284
C -1.998 3.517 -0.776
O -2.086 2.906 -2.036
H -3.996 2.953 -0.052
H -2.860 3.273 1.267
H -2.729 1.752 0.241
H -0.963 3.325 -0.494
H -2.170 4.592 -0.824
H -1.736 3.497 -2.707

As for the SMILES: CCO.CCO.CCO.CCO.CCO.CCO.CCO.CCO.CCO.CCO. As for the frontier orbital gap: 10.11 eV. As for the charge: 0.

***

Model Q:
# C20H60O10

A cluster of 10 separate species, C20H60O10 in total (ωB97M-V with the def2-TZVPD basis set, OMol25).

Atoms and positions in Å:
C 18.603 23.406 -18.146
C 18.238 24.228 -19.286
C 18.807 25.615 -19.178
O 18.601 23.824 -20.363
H 18.861 23.844 -17.129
H 19.598 23.020 -18.456
H 17.972 22.531 -17.996
H 17.175 24.206 -19.412
H 18.318 26.360 -19.786
H 19.886 25.584 -19.409
H 18.587 26.069 -18.212
H 17.879 23.404 -20.838
C 15.457 29.719 -17.488
C 15.758 28.428 -16.760
C 16.737 28.706 -15.566
O 14.821 27.846 -16.293
H 14.556 30.138 -17.037
H 15.172 29.607 -18.562
H 16.389 30.413 -17.451
H 16.100 27.703 -17.450
H 17.733 29.075 -15.830
H 16.875 27.849 -14.954
H 16.307 29.411 -14.804
H 14.124 28.019 -16.864
C 10.520 24.241 -20.292
C 9.393 25.139 -19.710
C 9.633 26.623 -19.611
O 8.296 24.944 -20.304
H 11.467 24.151 -19.793
H 10.717 24.560 -21.241
H 10.190 23.224 -20.286
H 9.278 24.708 -18.700
H 9.663 27.073 -20.614
H 10.669 26.732 -19.160
H 8.955 27.195 -18.982
H 8.160 24.033 -20.564
C 13.351 25.994 -21.291
C 14.025 25.653 -20.003
C 15.347 26.347 -19.809
O 13.297 25.840 -18.996
H 13.942 26.591 -21.940
H 12.511 26.560 -20.994
H 13.108 25.141 -21.806
H 14.239 24.589 -19.987
H 15.920 25.950 -18.936
H 15.183 27.395 -19.738
H 15.895 26.281 -20.678
H 12.996 26.709 -18.957
C 16.398 24.949 -16.132
C 15.112 24.252 -16.573
C 15.232 23.006 -17.352
O 14.331 24.020 -15.604
H 16.158 25.742 -15.477
H 16.817 25.413 -17.008
H 17.130 24.331 -15.549
H 14.666 25.029 -17.158
H 14.208 22.662 -17.502
H 15.838 22.194 -16.889
H 15.356 23.300 -18.364
H 13.968 24.847 -15.311
C 11.332 25.877 -23.953
O 11.280 24.479 -23.546
H 12.271 26.336 -24.002
H 10.751 26.448 -23.270
H 10.670 25.982 -24.795
H 10.354 24.346 -23.382
C 11.758 29.196 -17.759
O 12.174 28.042 -17.139
H 11.966 30.126 -17.168
H 10.655 29.195 -17.653
H 12.008 29.492 -18.772
H 11.836 27.983 -16.292
C 16.068 23.651 -22.267
O 15.883 22.799 -21.145
H 16.569 24.572 -22.023
H 15.066 23.763 -22.773
H 16.720 23.105 -22.997
H 15.898 21.895 -21.417
C 11.348 24.726 -16.817
O 10.211 23.997 -16.344
H 11.797 24.214 -17.682
H 12.073 25.004 -15.974
H 11.055 25.623 -17.277
H 9.454 24.563 -16.404
C 12.790 21.886 -21.761
O 11.577 21.604 -22.302
H 12.854 22.966 -21.687
H 13.551 21.681 -22.428
H 13.046 21.474 -20.778
H 11.490 22.125 -23.078

As for the SMILES: CC(C)O.CC(C)O.CC(C)O.CC(C)O.CC(C)O.CO.CO.CO.CO.CO. As for the frontier orbital gap: 9.35 eV. As for the charge: 0.

***

Model R:
# C20H60O10

A cluster of 10 separate species, C20H60O10 in total (ωB97M-V with the def2-TZVPD basis set, OMol25).

Atoms and positions in Å:
C -0.340 -0.539 4.298
C -0.035 -0.067 5.695
O -0.866 -0.762 6.626
H -0.275 -1.626 4.235
H 0.434 -0.169 3.618
H -1.285 -0.131 3.943
H -0.193 1.015 5.762
H 1.014 -0.245 5.959
H -0.818 -0.312 7.474
C 3.875 -1.023 0.768
C 4.338 -0.448 2.101
O 5.667 -0.866 2.399
H 2.945 -0.546 0.453
H 3.693 -2.092 0.902
H 4.620 -0.941 -0.023
H 3.704 -0.829 2.902
H 4.271 0.643 2.101
H 6.276 -0.133 2.289
C 0.411 -0.760 -3.842
C 0.053 -1.593 -5.060
O 0.601 -1.069 -6.257
H -0.032 -1.201 -2.945
H 0.070 0.269 -3.962
H 1.492 -0.754 -3.680
H -1.021 -1.745 -5.153
H 0.467 -2.599 -4.897
H 1.517 -1.350 -6.316
C -3.223 -2.938 -2.696
C -3.505 -1.534 -3.132
O -3.918 -0.709 -2.037
H -4.046 -3.356 -2.113
H -2.305 -3.045 -2.112
H -3.104 -3.600 -3.562
H -4.335 -1.522 -3.837
H -2.604 -1.101 -3.575
H -3.123 -0.368 -1.616
C -3.990 -2.225 2.447
C -3.263 -2.708 1.209
O -1.852 -2.376 1.232
H -5.059 -2.362 2.283
H -3.793 -1.171 2.638
H -3.670 -2.806 3.314
H -3.647 -2.217 0.311
H -3.386 -3.782 1.047
H -1.519 -2.679 2.082
C -0.412 3.516 3.938
C -0.156 4.086 2.560
O 1.245 4.322 2.435
H 0.034 2.527 4.022
H -1.492 3.433 4.093
H -0.046 4.183 4.718
H -0.681 5.034 2.413
H -0.446 3.338 1.813
H 1.383 4.690 1.551
C -0.030 0.643 0.850
C -0.018 -0.031 -0.523
O -1.300 -0.533 -0.813
H -0.783 1.430 0.831
H 0.953 1.070 1.052
H -0.304 -0.118 1.578
H 0.742 -0.826 -0.527
H 0.285 0.676 -1.295
H -1.567 -1.165 -0.128
C -2.036 2.157 -2.764
C -0.918 3.011 -2.163
O -1.158 4.406 -2.277
H -2.943 2.355 -2.187
H -1.811 1.098 -2.671
H -2.230 2.412 -3.808
H 0.050 2.722 -2.591
H -0.886 2.807 -1.091
H -1.634 4.557 -3.099
C 2.417 3.132 -0.612
C 2.400 4.523 -1.204
O 1.951 5.439 -0.205
H 2.988 2.414 -1.203
H 1.392 2.774 -0.483
H 2.839 3.121 0.396
H 1.753 4.557 -2.083
H 3.401 4.785 -1.559
H 1.115 5.808 -0.503
C 0.767 -3.939 -0.929
C 2.271 -4.147 -1.001
O 2.532 -5.391 -1.648
H 0.526 -3.364 -0.030
H 0.219 -4.872 -0.812
H 0.454 -3.368 -1.800
H 2.732 -4.152 -0.008
H 2.713 -3.327 -1.577
H 3.450 -5.421 -1.930

As for the SMILES: CCO.CCO.CCO.CCO.CCO.CCO.CCO.CCO.CCO.CCO. As for the frontier orbital gap: 10.39 eV. As for the charge: 0.

***

model R has the most favorable energy; the next structure is 182.8 kJ/mol above.

***

Model P:
# C3H11O

A cluster of 2 separate species, C3H11O in total (ωB97M-V with the def2-TZVPD basis set, OMol25).

Atoms and positions in Å:
O -1.334 -1.119 -1.605
H -1.886 -0.970 -2.317
H -1.440 -0.483 -0.918
H -0.432 -1.350 -1.939
C 0.757 -0.905 0.850
C 0.063 0.394 0.958
C 0.450 1.521 0.017
H 1.375 -1.147 1.765
H 1.383 -0.999 -0.098
H 0.047 -1.819 0.827
H 0.108 0.794 2.064
H -1.036 0.255 0.930
H -0.062 2.436 0.463
H 1.591 1.741 0.104
H 0.416 1.653 -1.101

As for the frontier orbital gap: 9.79 eV. As for the charge: +1.

***

Model Q:
# C3H11O

A cluster of 2 separate species, C3H11O in total (ωB97M-V with the def2-TZVPD basis set, OMol25).

Atoms and positions in Å:
O 2.177 -0.137 -0.389
H 2.374 0.776 -0.389
H 2.691 -0.617 -1.035
H 1.217 -0.442 -0.204
C -0.570 1.098 0.862
C -0.648 -0.388 0.651
C -1.052 -0.729 -0.795
H 0.001 1.622 0.124
H -1.645 1.603 1.052
H -0.046 1.355 1.771
H 0.212 -0.996 0.837
H -1.428 -0.969 1.175
H -1.206 0.299 -1.120
H -1.837 -1.406 -0.955
H -0.241 -1.068 -1.584

As for the frontier orbital gap: 11.08 eV. As for the charge: +1.

***

Model R:
# C3H11O

A cluster of 2 separate species, C3H11O in total (ωB97M-V with the def2-TZVPD basis set, OMol25).

Atoms and positions in Å:
O 1.909 -0.395 -1.285
H 2.522 -0.802 -2.012
H 2.480 -0.202 -0.540
H 1.033 -0.533 -0.737
C -0.955 -0.798 -0.500
C -1.315 0.267 0.615
C -0.164 1.085 1.296
H -0.379 -0.256 -1.206
H -1.645 -1.514 -1.023
H -0.108 -1.407 -0.226
H -1.960 -0.213 1.302
H -1.933 0.935 0.023
H -0.394 1.860 2.115
H 0.526 0.377 1.645
H 0.383 1.596 0.533

As for the frontier orbital gap: 10.59 eV. As for the charge: +1.

***

model Q has the most favorable energy; the next structure is 5.8 kJ/mol above.